Below is a structure of composition C27H36FN4O2SbSe4SiTi, with properties calculated with ωB97M-V/def2-TZVPD.

Atoms and positions in Å:
Ti 0.09 -0.50 0.10
C 3.35 -1.40 1.10
N 2.57 -0.19 0.78
C 3.26 0.50 -0.32
C 2.46 0.64 1.97
C 3.58 1.22 2.53
C 3.52 2.00 3.67
C 2.27 2.19 4.26
C 1.14 1.62 3.72
C 1.18 0.81 2.56
N 0.07 0.26 1.99
C -1.16 0.33 2.69
C -1.37 -0.46 3.82
C -2.61 -0.50 4.43
C -3.65 0.26 3.93
C -3.44 1.06 2.82
C -2.21 1.10 2.19
N -1.99 1.87 1.01
C -1.44 3.18 1.29
C -3.06 1.88 0.02
H 4.38 -1.13 1.35
H 3.36 -2.06 0.23
H 2.90 -1.92 1.94
H 4.34 0.59 -0.11
H 2.86 1.50 -0.46
H 3.13 -0.07 -1.23
H 4.54 1.06 2.05
H 4.41 2.45 4.09
H 2.18 2.81 5.15
H 0.17 1.79 4.19
H -0.56 -1.09 4.16
H -2.78 -1.17 5.27
H -4.64 0.18 4.36
H -4.27 1.62 2.41
H -1.15 3.66 0.35
H -2.15 3.84 1.81
H -0.54 3.08 1.91
H -3.49 2.89 -0.09
H -3.86 1.19 0.29
H -2.69 1.55 -0.95
C 1.10 -1.86 -4.14
Si -0.44 -1.37 -3.13
C -1.18 -3.02 -2.69
C -1.75 -0.53 -4.20
N 0.13 -0.17 -1.94
C 0.52 1.04 -2.43
C 0.71 1.43 -3.78
C 1.09 2.71 -4.14
C 1.31 3.70 -3.20
C 1.15 3.37 -1.85
C 0.77 2.10 -1.54
F 0.65 1.76 -0.21
H 0.81 -2.25 -5.12
H 1.60 -2.65 -3.60
H 1.81 -1.05 -4.29
H -1.06 -3.63 -3.59
H -2.24 -2.94 -2.46
H -0.70 -3.52 -1.85
H -1.63 -0.78 -5.26
H -1.75 0.56 -4.11
H -2.73 -0.88 -3.88
H 0.55 0.70 -4.57
H 1.21 2.94 -5.19
H 1.60 4.71 -3.48
H 1.30 4.09 -1.05
C 1.64 -4.50 -0.48
O 1.26 -3.13 -0.58
C 0.79 -2.50 0.57
O 0.86 -3.06 1.63
H 2.70 -4.60 -0.74
H 1.04 -5.08 -1.20
H 1.46 -4.87 0.53
Se -5.27 -1.39 -1.61
Sb -4.66 -2.87 0.18
Se -5.71 -2.53 2.30
Se -3.72 -5.03 -0.26
Se -1.94 -1.54 0.11

## Properties
- HOMO energy (eV) = -2.0
- lowest unoccupied orbital energy (eV) = 3.99
- HOMO-LUMO gap (eV) = 5.95
- charge = -2

Atomic partial charges in e from the Löwdin method, atoms 1 to 6: number 1, Ti, carries 0.638; number 2, C, carries -0.074; number 3, N, carries -0.206; number 4, C, carries -0.070; number 5, C, carries -0.197; number 6, C, carries -0.057